68
Properties=species:S:1:pos:R:3 method="wB97M-V/def2-TZVPD" charge=+1 lumo_energy_ev=-3.2 spin_multiplicity=1 orbital_gap_ha=0.225
Pt 1.4355 3.2884 -2.0048
F 0.8259 -5.0928 1.8059
O -0.3919 1.9586 -1.6909
O 1.3703 -0.6640 -0.4657
O 0.9998 2.5098 -0.1157
N -2.6385 -5.9807 5.3373
N -1.4814 -4.9015 3.4274
N -2.0438 -0.3842 1.7554
N 1.8367 3.8680 -3.9095
C 2.5127 4.8203 -6.4312
C -0.5148 -5.7469 4.1152
C 4.5172 6.0435 -2.6935
C 1.1559 3.3996 -5.0090
C 0.1489 -3.9229 1.8334
C -0.4450 0.6435 0.2947
C 3.1734 5.2564 -5.3292
C 0.5904 -2.8700 1.0820
C 2.9495 4.4798 -1.6892
C 0.1306 2.4427 -4.8567
C -1.0031 -3.8262 2.6169
C 0.0581 1.7846 -0.5299
C -3.2435 -0.1897 2.5659
C -1.3172 -1.5606 1.8054
C 3.4670 5.1360 -2.8111
C -1.2816 -6.5918 5.1537
C -2.9311 0.1792 4.0091
C -1.5747 0.6716 1.0185
C 3.5078 4.7402 -0.4428
C -3.4633 -6.1224 4.0874
C 5.0608 6.2968 -1.4470
C 0.7677 3.3679 -7.4154
C 0.3735 -0.5694 0.2250
C 2.8163 4.7564 -4.0564
C -1.7229 -2.6453 2.5974
C 1.4772 3.8656 -6.3001
C -2.5819 -5.6933 2.8985
C -0.1340 -1.6821 1.0595
C 4.5558 5.6427 -0.3274
C -0.5355 1.9789 -5.9576
C -0.2209 2.4410 -7.2508
H 5.8763 7.0000 -1.3445
H -2.3701 1.1128 4.0495
H 3.9695 5.9813 -5.4047
H 3.1229 4.2356 0.4350
H 2.7688 5.1912 -7.4161
H -2.3327 -0.5888 4.5004
H 1.4863 -2.9448 0.4788
H -1.3196 1.2443 -5.8296
H 4.9877 5.8401 0.6460
H -3.1666 -5.0927 2.2068
H -3.8198 0.6041 2.0934
H -2.5958 -2.5784 3.2318
H 1.0265 3.7372 -8.4000
H -0.1250 2.0824 -3.8708
H -0.7816 -6.6201 6.1187
H 0.0201 -6.4281 3.4500
H 4.9132 6.5538 -3.5625
H -2.5027 -4.9795 5.4965
H -4.3374 -5.4859 4.2094
H -2.2221 -6.5740 2.3519
H -1.4484 -7.6126 4.8154
H -3.1226 -6.3808 6.1396
H -3.7825 -7.1606 4.0238
H 0.2205 -5.1081 4.6025
H -3.8593 -1.0879 2.5030
H -3.8547 0.3130 4.5728
H -0.7616 2.0610 -8.1069
H -2.1953 1.5579 1.0546